# C39H66ClN2O2PRuS4

A molecular structure, C39H66ClN2O2PRuS4 (ωB97M-V/def2-TZVPD, the Open Molecules 2025 dataset).

XYZ file:
```
116
Properties=species:S:1:pos:R:3:lowdin_spin:R:1
Ru 0.51 0.48 0.20 0.877
C 0.01 -2.98 0.21 -0.001
C 1.45 -2.96 0.68 -0.001
S 1.95 -1.33 1.31 0.026
C 3.71 -1.45 0.87 0.006
C 4.44 -0.15 1.15 0.004
S 3.64 1.28 0.37 0.074
C 4.08 1.03 -1.37 0.005
C 3.14 0.13 -2.17 0.000
S 1.44 0.72 -2.03 -0.009
C 0.57 -0.53 -3.00 -0.001
C 0.44 -1.81 -2.21 -0.001
S -0.45 -1.48 -0.66 -0.017
H -0.70 -3.10 1.02 0.000
H -0.16 -3.79 -0.49 -0.001
H 2.14 -3.22 -0.13 0.000
H 1.60 -3.69 1.48 0.000
H 4.12 -2.25 1.49 0.001
H 3.80 -1.75 -0.17 0.000
H 5.46 -0.21 0.78 0.002
H 4.48 0.08 2.21 0.000
H 5.10 0.65 -1.43 0.001
H 4.09 2.03 -1.82 0.000
H 3.21 -0.91 -1.86 0.000
H 3.40 0.18 -3.23 0.000
H 1.12 -0.68 -3.93 0.000
H -0.41 -0.10 -3.23 0.000
H 1.42 -2.24 -1.98 0.000
H -0.15 -2.56 -2.75 -0.001
Cl -5.64 3.46 -5.08 0.001
C -4.65 2.87 -3.81 0.001
C -3.28 2.75 -4.01 0.000
C -2.49 2.27 -2.99 0.001
C -3.06 1.90 -1.77 0.000
C -4.43 2.02 -1.58 0.001
C -5.23 2.50 -2.60 0.000
C -2.24 1.38 -0.65 0.004
O -2.67 1.22 0.47 0.006
O -0.95 1.20 -0.96 0.048
H -2.85 3.04 -4.96 0.000
H -1.42 2.18 -3.14 0.000
H -4.87 1.73 -0.64 0.000
H -6.30 2.60 -2.47 0.000
C 1.34 5.33 -1.12 0.000
C 1.37 3.78 -1.05 0.000
N 0.74 3.28 0.19 0.004
C 1.49 3.86 1.32 0.000
C 1.47 5.40 1.32 0.000
N 0.69 5.85 0.13 0.000
C -0.71 5.33 0.23 0.000
C -0.66 3.79 0.15 0.000
H 0.76 5.70 -1.97 0.000
H 2.34 5.76 -1.17 0.000
H 2.40 3.44 -1.09 0.000
H 0.84 3.37 -1.91 0.000
H 2.52 3.50 1.26 0.000
H 1.07 3.50 2.24 0.000
H 2.47 5.84 1.25 0.000
H 0.98 5.81 2.20 0.000
H 0.67 6.87 0.10 0.000
H -1.28 5.76 -0.59 0.000
H -1.13 5.70 1.17 0.000
H -1.08 3.48 -0.80 0.000
H -1.25 3.34 0.94 0.000
C 2.89 -0.10 5.89 0.000
C 2.81 1.21 5.08 0.000
C 1.97 1.04 3.81 -0.001
C 0.74 0.17 4.05 -0.003
C 1.17 -1.26 4.50 0.000
C 2.62 -1.29 4.99 0.000
P -0.56 0.32 2.71 -0.019
C -1.66 1.67 3.39 -0.003
C -2.40 1.23 4.70 -0.001
C -2.02 2.03 5.94 0.000
C -2.31 3.52 5.77 0.000
C -1.97 3.97 4.34 0.000
C -0.98 3.02 3.67 0.000
C -1.46 -1.32 2.81 -0.002
C -1.81 -1.99 4.18 -0.001
C -3.32 -2.15 4.41 0.000
C -3.94 -3.07 3.36 0.000
C -3.33 -2.80 1.97 0.000
C -2.69 -1.42 1.88 0.000
H 2.13 -0.09 6.68 0.000
H 3.85 -0.18 6.39 0.000
H 3.81 1.54 4.80 0.000
H 2.39 2.01 5.70 0.000
H 2.59 0.59 3.03 0.000
H 1.69 2.02 3.43 0.000
H 0.22 0.63 4.90 -0.001
H 1.02 -2.00 3.72 0.000
H 0.54 -1.57 5.33 0.000
H 3.32 -1.29 4.14 0.000
H 2.79 -2.23 5.52 0.000
H -2.40 1.82 2.62 0.000
H -2.25 0.18 4.91 0.000
H -3.47 1.34 4.52 0.000
H -0.96 1.88 6.18 0.000
H -2.58 1.64 6.79 0.000
H -1.73 4.10 6.49 0.000
H -3.36 3.72 5.98 0.000
H -1.58 4.99 4.34 0.000
H -2.88 3.99 3.72 0.000
H -0.10 2.90 4.31 0.000
H -0.63 3.48 2.75 0.000
H -0.66 -1.93 2.39 0.000
H -1.33 -1.52 5.03 0.000
H -1.39 -3.00 4.14 0.000
H -3.81 -1.18 4.38 0.000
H -3.48 -2.54 5.41 0.000
H -5.01 -2.91 3.33 0.000
H -3.78 -4.11 3.64 0.000
H -4.09 -2.89 1.20 0.000
H -2.58 -3.57 1.74 0.000
H -3.42 -0.65 2.16 0.000
H -2.42 -1.18 0.85 0.000
```

The highest occupied orbital energy (alpha / beta) comes out at -15.233 / -15.228 eV. The value obtained for the calculated total energy is -4273.99404 Ha. The total charge is +3. As for the HOMO-LUMO gap (alpha / beta): 6.3 / 5.7 eV. Its spin multiplicity is 2. The energy above the lowest of the compared OMol25 structures with the same formula, charge and spin is 0.00 kcal/mol.

---

# C39H66IN7RuSbSi3

A molecular structure, C39H66IN7RuSbSi3 in a non-equilibrium geometry (ωB97M-V/def2-TZVPD, the Open Molecules 2025 dataset).

XYZ file:
```
118
Properties=species:S:1:pos:R:3:mulliken_charge:R:1
Ru -0.91 -0.09 -0.26 0.755
C 0.80 1.61 4.47 -1.026
Sb 0.72 1.88 2.32 0.020
C -0.91 0.42 1.79 1.880
C -0.45 -0.92 2.14 -1.033
C -0.34 -1.53 3.39 -1.260
C 0.05 -2.86 3.44 -0.829
C 0.33 -3.54 2.26 -1.355
C 0.21 -2.86 1.06 -0.600
N -0.17 -1.59 1.01 1.184
Si -2.62 0.96 2.54 0.206
C -2.86 0.78 4.42 -1.268
C -2.98 2.78 2.08 -0.976
C -3.80 -0.25 1.66 -0.839
C 2.83 1.74 1.60 2.543
C 2.85 0.95 0.37 -2.766
C 4.01 0.99 -0.42 -0.290
C 4.18 0.09 -1.45 -1.205
C 3.19 -0.85 -1.68 -1.391
C 2.04 -0.78 -0.91 -0.614
N 1.85 0.10 0.07 1.677
Si 3.98 0.74 2.90 0.297
C 4.25 1.85 4.43 -1.020
C 5.66 0.28 2.13 -1.255
C 3.09 -0.92 3.19 -0.531
Si 3.35 3.63 1.30 0.649
C 5.24 3.90 1.31 -1.188
C 2.64 4.08 -0.42 -0.596
C 2.53 4.71 2.63 -1.253
H -0.17 1.29 4.82 0.175
H 1.02 2.57 4.92 0.549
H 1.57 0.90 4.76 0.378
H -0.56 -0.99 4.29 0.630
H 0.12 -3.37 4.39 0.592
H 0.65 -4.57 2.28 0.677
H 0.43 -3.35 0.12 0.610
H -2.26 1.46 5.00 0.416
H -2.71 -0.23 4.77 0.356
H -3.90 1.04 4.63 0.476
H -2.10 3.41 2.13 0.269
H -3.70 3.16 2.79 0.631
H -3.42 2.88 1.10 0.210
H -3.59 -1.28 1.94 0.190
H -3.74 -0.18 0.57 0.050
H -4.83 -0.04 1.94 0.649
H 4.77 1.71 -0.19 0.442
H 5.08 0.11 -2.04 0.574
H 3.29 -1.60 -2.45 0.541
H 1.22 -1.47 -1.10 0.317
H 5.09 2.52 4.26 0.344
H 4.52 1.23 5.28 0.485
H 3.40 2.46 4.71 0.254
H 6.22 1.11 1.73 0.334
H 5.56 -0.47 1.35 0.375
H 6.27 -0.16 2.92 0.472
H 2.05 -0.83 3.49 -0.193
H 3.61 -1.50 3.95 0.599
H 3.11 -1.52 2.27 0.238
H 5.71 3.63 0.37 0.424
H 5.75 3.39 2.11 0.299
H 5.43 4.96 1.44 0.515
H 2.57 3.24 -1.09 0.133
H 3.28 4.82 -0.90 0.588
H 1.65 4.54 -0.33 -0.216
H 2.90 4.50 3.63 0.342
H 1.45 4.63 2.64 0.388
H 2.76 5.76 2.43 0.545
C -2.59 -0.52 -5.04 -0.529
C -1.19 -1.13 -5.09 -1.197
N -0.15 -0.17 -4.73 0.394
C 0.67 0.32 -5.82 -0.660
C -0.08 1.26 -6.76 -1.173
C 0.01 0.22 -3.46 0.480
C 0.93 1.36 -3.14 -0.407
N -0.59 -0.35 -2.45 0.705
H -3.32 -1.26 -5.37 0.428
H -2.66 0.33 -5.71 0.320
H -2.85 -0.20 -4.04 -0.102
H -0.98 -1.47 -6.11 0.492
H -1.13 -2.01 -4.45 0.509
H 1.01 -0.55 -6.39 0.458
H 1.54 0.82 -5.42 0.286
H -0.87 0.74 -7.31 0.335
H 0.62 1.65 -7.49 0.422
H -0.52 2.09 -6.22 0.292
H 1.97 1.10 -3.33 0.468
H 0.83 1.60 -2.08 -1.255
H 0.68 2.24 -3.73 0.725
H -1.18 -1.13 -2.72 -0.528
N -2.36 -1.92 -0.83 -0.265
C -2.81 -2.99 -0.71 0.064
N -3.30 -4.16 -0.59 0.103
C -3.94 -4.87 -1.70 -0.749
C -3.34 -6.27 -1.83 -0.575
C -3.46 -7.02 -0.51 -0.769
C -2.76 -6.23 0.59 -0.656
C -3.36 -4.83 0.70 -0.485
H -3.81 -4.28 -2.61 0.395
H -5.01 -4.95 -1.48 0.364
H -2.29 -6.20 -2.13 0.290
H -3.88 -6.80 -2.62 0.357
H -3.01 -8.01 -0.61 0.343
H -4.52 -7.15 -0.26 0.342
H -1.69 -6.16 0.37 0.248
H -2.88 -6.74 1.55 0.394
H -2.83 -4.23 1.44 0.260
H -4.41 -4.91 1.00 0.360
I -1.03 5.92 -0.70 0.154
C -1.89 4.05 -1.13 -0.831
C -3.11 3.96 -1.79 -0.429
C -3.67 2.71 -2.00 -1.253
C -3.00 1.59 -1.52 -0.474
N -1.82 1.67 -0.90 1.120
C -1.27 2.87 -0.72 0.394
H -3.62 4.85 -2.13 0.508
H -4.62 2.61 -2.50 0.600
H -3.43 0.60 -1.63 0.480
H -0.30 2.91 -0.22 -0.327
```

The highest occupied orbital energy (alpha / beta) comes out at -15.316 / -15.306 eV. The value obtained for the calculated total energy is -3409.40511 Ha. The total charge is +3. As for the HOMO-LUMO gap (alpha / beta): 4.3 / 4.2 eV.